(a)
Formula: C16H48O8
Source: the OMol25 dataset
Level of theory: ωB97M-V with the def2-TZVPD basis set

```
72
Properties=species:S:1:pos:R:3:mulliken_charge:R:1
C -1.22075 5.10981 35.93995 -0.92
C -2.15016 3.89384 35.98673 -0.76
O -1.34744 2.70201 36.01783 -0.38
H -0.56135 5.10450 36.80785 0.53
H -1.89479 5.96231 36.02359 0.52
H -0.65604 5.10487 35.00765 1.12
H -2.76973 3.89187 35.08995 0.54
H -2.78703 3.84858 36.87017 0.48
H -1.94743 1.96629 36.16048 0.42
C -0.96947 1.92250 33.43090 0.51
C -0.34299 3.26723 33.42949 0.12
O 1.01597 3.14851 33.76494 1.52
H -1.00950 1.51123 34.43954 0.01
H -0.32154 1.31250 32.80148 -2.20
H -1.94639 1.96240 32.94910 0.90
H -0.83348 3.91486 34.15620 -1.55
H -0.39286 3.76710 32.46214 0.74
H 1.05621 3.01895 34.71531 0.41
C 2.49150 1.00706 30.77630 -1.84
C 2.20725 1.56270 32.13943 0.31
O 1.83663 2.90149 32.02810 -0.76
H 2.83578 -0.02177 30.88165 0.43
H 3.19525 1.56743 30.16082 0.42
H 1.58729 1.08308 30.17239 0.29
H 3.14087 1.58054 32.70169 0.27
H 1.50286 0.97494 32.72806 0.14
H 1.38623 3.12725 32.84527 0.39
C -2.78536 4.81294 33.14126 -0.74
C -3.05446 5.12752 31.65619 -0.94
O -4.40335 4.84942 31.52582 -0.53
H -2.65695 3.73384 33.22572 0.19
H -3.51243 5.25181 33.82454 0.43
H -1.87008 5.16974 33.61354 0.49
H -2.45331 4.57455 30.93444 0.47
H -2.92433 6.19348 31.46941 0.32
H -4.53081 4.81154 30.57508 0.37
C 0.99955 2.91203 38.06062 -1.44
C 1.35860 3.55448 36.67369 -0.24
O 0.78389 2.74063 35.66192 -0.73
H 1.20829 3.56021 38.91173 0.42
H 1.59534 2.01506 38.22968 0.39
H -0.05205 2.62889 38.10626 0.23
H 2.39624 3.82418 36.47707 0.48
H 0.76667 4.46036 36.54300 0.13
H -0.17012 2.84483 35.68659 0.18
C 1.84588 5.51927 34.71294 -1.78
C 2.44591 4.98663 33.46300 -0.32
O 3.43546 5.87613 32.93533 -0.67
H 2.60790 5.60807 35.48725 0.42
H 1.08438 4.79628 35.00540 0.75
H 1.31891 6.44683 34.48928 0.19
H 1.73253 4.90993 32.64245 0.02
H 2.88140 4.01300 33.68771 0.36
H 2.95159 6.66048 32.66649 0.39
C -0.19909 6.32225 33.15754 -0.68
C -0.13482 6.22801 31.61461 -0.99
O -0.66797 7.36455 31.04238 -0.58
H -1.16522 6.66683 33.52627 0.72
H 0.51844 7.11654 33.36333 0.83
H -0.03323 5.34331 33.60730 -1.19
H -0.67569 5.37068 31.21395 0.20
H 0.88741 6.09927 31.25887 0.54
H -0.61896 7.25944 30.08941 0.38
C -0.63419 -0.32641 31.53462 -0.65
C 0.08002 -1.19273 30.58344 -0.18
O -0.12558 -2.56710 31.00274 -0.55
H -0.59875 0.72625 31.25398 0.27
H -0.19925 -0.40191 32.53123 0.39
H -1.67614 -0.64549 31.55943 0.38
H 1.13942 -0.93994 30.62670 -0.03
H -0.18632 -1.08454 29.53203 0.32
H 0.49300 -3.11306 30.51195 0.31
```

**Orbital gap**: 7.94 eV


(b)
Formula: C16H48O8
Source: the OMol25 dataset
Level of theory: ωB97M-V with the def2-TZVPD basis set

```
72
Properties=species:S:1:pos:R:3:mulliken_charge:R:1
C 3.01674 -3.48480 -5.20679 -0.97
C 4.01891 -2.31508 -5.02441 -0.22
O 5.17575 -2.60187 -5.72962 -0.52
H 2.15649 -3.37961 -4.54572 0.32
H 3.68887 -4.32733 -5.04410 0.29
H 2.63254 -3.50554 -6.22663 0.26
H 4.12383 -2.32774 -3.93956 0.21
H 3.65703 -1.29517 -5.15447 0.34
H 5.89710 -1.99109 -5.56174 0.29
C -6.02375 -2.52443 3.10955 -1.08
C -5.68579 -3.99496 3.35423 -0.17
O -6.08839 -4.38322 4.63564 -0.51
H -5.74924 -2.16183 2.11896 0.31
H -5.52959 -1.89469 3.84939 0.29
H -7.08546 -2.30480 3.22197 0.34
H -4.64114 -4.24540 3.16966 0.29
H -6.29625 -4.57724 2.66401 0.23
H -6.99189 -4.07842 4.74694 0.29
C -0.55739 0.08548 0.46865 -1.00
C 0.04763 -1.35087 0.43785 -0.20
O 0.20549 -1.64013 1.78829 -0.51
H 0.31015 0.71091 0.67915 0.26
H -1.41149 0.27474 1.11888 0.28
H -0.85401 0.26605 -0.56454 0.33
H 0.99017 -1.49800 -0.08948 0.27
H -0.69224 -2.05956 0.06579 0.28
H 0.33066 -2.59193 1.78971 0.30
C -0.35290 1.87424 -6.91813 -0.85
C 0.33287 2.89057 -7.93441 -0.27
O 1.53823 2.45010 -8.46673 -0.54
H 0.11895 0.91559 -6.70257 0.30
H -1.34563 1.62322 -7.29176 0.25
H -0.34737 2.32404 -5.92529 0.25
H 0.43441 3.90367 -7.54529 0.30
H -0.32803 3.09370 -8.77705 0.27
H 1.92932 3.06035 -9.09621 0.29
C 6.88208 -0.07820 1.03519 -1.05
C 7.76131 0.63501 2.00469 -0.17
O 8.94117 -0.14388 2.14438 -0.51
H 6.71777 -1.12146 1.30486 0.29
H 7.37401 -0.03373 0.06353 0.27
H 5.95178 0.47099 0.89012 0.34
H 7.32975 0.80767 2.99061 0.29
H 7.83208 1.59759 1.49821 0.24
H 9.56077 0.42097 2.61195 0.30
C -6.23773 3.88584 5.16822 -1.09
C -5.49052 4.76364 4.11550 -0.16
O -5.12567 3.91270 3.02101 -0.52
H -5.66665 2.95782 5.14034 0.33
H -7.31011 3.98422 4.99960 0.29
H -6.05017 4.18737 6.19875 0.35
H -4.69003 5.09271 4.77810 0.26
H -6.18124 5.55130 3.81451 0.26
H -5.87973 3.42190 2.68619 0.28
C 0.54061 -7.66343 -0.85653 -0.96
C 1.52944 -7.85130 0.24430 -0.13
O 2.20156 -6.67483 0.55520 -0.52
H 0.37696 -8.59459 -1.39897 0.31
H 0.82808 -6.91929 -1.59931 0.29
H -0.39066 -7.44060 -0.33579 0.23
H 2.19962 -8.57792 -0.21503 0.26
H 0.98337 -8.12879 1.14592 0.22
H 3.04489 -6.85049 0.97892 0.30
C -0.88466 8.60548 3.18478 -1.00
C -0.42534 7.20251 2.70587 -0.17
O -1.53032 6.94036 1.90221 -0.50
H -0.16418 9.11116 3.82766 0.34
H -1.79588 8.49704 3.77301 0.26
H -1.18011 9.20950 2.32689 0.29
H -0.24037 6.50967 3.52676 0.28
H 0.50329 7.26424 2.13848 0.21
H -1.93974 6.10987 2.15570 0.29
```

**SMILES**: CCO.CCO.CCO.CCO.CCO.CCO.CCO.CCO
**Orbital gap**: 10.39 eV


(c)
Formula: C16H48O8
Source: the OMol25 dataset
Level of theory: ωB97M-V with the def2-TZVPD basis set

```
72
Properties=species:S:1:pos:R:3:mulliken_charge:R:1
C 4.08611 -3.94650 1.01921 -1.34
C 3.37597 -2.78615 0.35651 0.72
O 3.73490 -1.51556 0.90149 -0.41
H 3.88956 -3.93005 2.09662 0.35
H 5.16831 -3.87494 0.89214 0.40
H 3.73489 -4.91414 0.66352 0.37
H 2.29995 -2.86735 0.49244 -0.47
H 3.58421 -2.79008 -0.71925 0.18
H 4.65189 -1.51195 1.19034 0.26
C 4.10226 1.85612 1.63659 -0.76
C 3.07316 2.19328 2.69099 0.05
O 3.49978 3.33505 3.41931 -0.55
H 3.81370 0.92975 1.14603 0.04
H 5.09749 1.81690 2.09015 0.40
H 4.24475 2.66235 0.90701 0.22
H 3.06601 1.34937 3.39577 0.21
H 2.08446 2.29660 2.23794 0.12
H 2.73222 3.73658 3.83458 0.31
C -2.34615 2.98315 2.13645 -1.17
C -3.37559 2.14286 1.41657 0.44
O -4.27249 2.92967 0.63410 -0.58
H -1.53817 2.34958 2.50298 0.25
H -2.80282 3.55037 2.94838 0.46
H -1.90403 3.69785 1.43737 0.29
H -3.97189 1.53850 2.11609 0.25
H -2.91259 1.35695 0.81923 -0.32
H -4.48652 3.69704 1.17548 0.29
C -2.29132 2.83934 -2.55867 -0.08
C -3.01989 4.16821 -2.52245 -0.43
O -4.37296 4.01938 -2.13864 -0.51
H -2.68493 2.19809 -3.35683 0.28
H -2.46184 2.27748 -1.63731 -0.17
H -1.22937 2.88527 -2.81183 0.07
H -2.98978 4.60505 -3.52145 0.33
H -2.50008 4.85478 -1.84157 0.25
H -4.36110 3.76839 -1.20529 0.37
C -4.33789 -2.06686 1.16758 -0.73
C -3.99362 -3.44212 0.62273 -0.19
O -3.85339 -3.38181 -0.79887 -0.55
H -4.65186 -2.06502 2.21201 0.39
H -5.11650 -1.60110 0.56133 0.29
H -3.46089 -1.42070 1.05754 -0.04
H -4.76426 -4.18820 0.81872 0.32
H -3.05723 -3.79121 1.06754 0.15
H -2.91099 -3.30416 -0.98207 0.36
C -0.80897 -5.57624 -0.94609 -1.33
C 0.01291 -4.33779 -0.71181 -0.06
O -0.83451 -3.21221 -0.72355 -0.44
H -0.23856 -6.50045 -0.85693 0.38
H -1.29656 -5.60663 -1.92345 0.31
H -1.61595 -5.58871 -0.20889 0.26
H 0.85673 -4.22003 -1.40975 0.30
H 0.54411 -4.46586 0.24878 0.23
H -0.42716 -2.45031 -0.28989 0.26
C -0.47959 0.26003 -0.43184 -1.39
C 0.47524 0.02882 0.69943 1.01
O 0.36963 -1.34583 1.10081 -0.69
H -0.54173 1.30114 -0.73316 0.37
H -1.47783 -0.09060 -0.14578 0.11
H -0.23839 -0.36559 -1.29423 0.45
H 0.30140 0.67564 1.56471 0.01
H 1.50073 0.21706 0.35582 -0.12
H 1.07048 -1.58610 1.71439 0.22
C 1.94386 2.16194 -2.34681 -0.66
C 3.43489 2.30364 -2.45611 -0.38
O 3.76666 2.36984 -3.85191 -0.54
H 1.43635 3.02499 -2.78031 0.32
H 1.65688 2.03826 -1.30329 0.04
H 1.57469 1.31369 -2.92837 0.36
H 3.97831 1.48668 -1.97414 0.30
H 3.74698 3.24567 -1.98745 0.25
H 4.71799 2.27886 -3.95072 0.30
```

**SMILES**: CCO.CCO.CCO.CCO.CCO.CCO.CCO.CCO
**Orbital gap**: 10.00 eV


(d)
Formula: C16H48O8
Source: the OMol25 dataset
Level of theory: ωB97M-V with the def2-TZVPD basis set

```
72
Properties=species:S:1:pos:R:3:mulliken_charge:R:1
C 19.68746 -10.89448 -7.71327 -1.32
C 20.78211 -11.54779 -6.90138 0.53
C 20.43576 -12.96206 -6.51202 -1.25
O 22.00952 -11.62220 -7.65437 -0.45
H 18.81675 -10.69500 -7.08687 0.39
H 19.36313 -11.55933 -8.51844 0.25
H 20.03652 -9.96387 -8.16014 0.38
H 20.96017 -10.95338 -5.99758 0.24
H 21.21758 -13.41557 -5.90802 0.33
H 20.22862 -13.54874 -7.41054 0.14
H 19.51345 -12.96173 -5.92446 0.47
H 22.40163 -10.74625 -7.72416 0.21
C 25.84854 -10.57056 -9.69313 -1.15
C 26.38932 -11.93429 -9.27632 0.38
C 26.03802 -12.25468 -7.83226 -0.47
O 25.90110 -12.96206 -10.14950 -0.60
H 26.04307 -9.82365 -8.91737 0.37
H 24.76692 -10.61759 -9.85106 0.19
H 26.29937 -10.21254 -10.61969 0.31
H 27.47115 -11.96178 -9.40762 0.34
H 26.66044 -11.68870 -7.13869 0.50
H 26.16534 -13.31933 -7.64690 -0.25
H 24.98970 -12.00622 -7.63006 -0.04
H 24.93611 -12.95832 -10.07709 0.22
C 21.66937 -15.18074 -10.00522 -0.54
C 22.80767 -14.65115 -9.13186 1.11
C 24.03849 -15.54334 -9.12099 -0.40
O 23.15963 -13.33329 -9.53835 -0.02
H 20.92173 -14.38024 -10.05320 0.25
H 21.17295 -16.05153 -9.58170 -0.18
H 21.99599 -15.36778 -11.03060 0.05
H 22.41657 -14.63850 -8.10265 -0.24
H 23.75985 -16.50379 -8.68847 -0.17
H 24.85254 -15.09118 -8.55448 -0.03
H 24.42968 -15.69247 -10.12894 0.04
H 22.75785 -12.71431 -8.91108 0.27
C 23.50315 -18.23081 -6.25911 -1.12
C 22.34475 -18.19265 -7.22211 0.45
O 21.34526 -19.08869 -6.75758 -0.57
H 24.31252 -17.58557 -6.60590 0.21
H 23.88107 -19.25204 -6.18651 0.33
H 23.19795 -17.91146 -5.26288 0.32
H 22.69347 -18.49671 -8.21992 0.16
H 21.93996 -17.17507 -7.30630 -0.05
H 20.51438 -18.83784 -7.18015 0.36
C 20.03380 -18.27795 -10.93681 -0.82
C 19.11262 -18.87029 -9.88515 -0.33
O 19.29256 -18.25812 -8.61204 -0.51
H 19.93108 -18.81809 -11.88195 0.43
H 21.08002 -18.35814 -10.63886 0.15
H 19.80570 -17.23040 -11.14100 0.21
H 19.35074 -19.92637 -9.74663 0.28
H 18.06926 -18.81152 -10.20514 0.32
H 18.74046 -17.47470 -8.54900 0.25
C 21.03274 -12.60446 -12.36776 -0.18
O 20.99007 -11.68294 -13.43950 -0.56
H 20.13771 -12.45783 -11.75610 0.22
H 21.01834 -13.65054 -12.69292 0.22
H 21.88086 -12.44190 -11.69579 -0.02
H 21.87133 -11.61525 -13.81612 0.32
C 24.05268 -16.09254 -12.91243 -0.13
O 25.16596 -16.37373 -13.75272 -0.57
H 23.82194 -16.94780 -12.27617 0.22
H 24.24704 -15.22302 -12.27830 -0.07
H 23.18859 -15.83572 -13.53024 0.27
H 25.89774 -15.80368 -13.50500 0.32
C 27.60236 -15.46564 -6.13178 -0.50
O 28.34185 -14.26312 -5.95308 -0.50
H 27.91576 -15.99770 -7.03612 0.29
H 27.71380 -16.13897 -5.27724 0.36
H 26.55599 -15.19158 -6.23386 0.07
H 29.23602 -14.52078 -5.71455 0.29
```

**SMILES**: CC(C)O.CC(C)O.CC(C)O.CCO.CCO.CO.CO.CO
**Orbital gap**: 9.97 eV


Taking the most stable structure as the zero point, the relative energies in hartree are (a) 0.4529; (b) 0.1408; (c) 0.0131; (d) 0.0000.


(a)
Formula: C2H4N2O2S
Source: the OMol25 dataset
Level of theory: ωB97M-V with the def2-TZVPD basis set

```
11
Properties=species:S:1:pos:R:3:mulliken_charge:R:1
O 2.30458 -0.57200 -0.25027 -0.62
C 1.18461 -0.24006 0.17336 0.62
N 0.99035 1.10303 0.11536 -0.27
O -0.34497 1.54354 -0.44422 -0.25
C -1.17455 0.89102 0.52831 -0.33
S -1.47045 -0.77945 -0.29896 -0.01
N 0.18063 -1.21103 0.50955 -0.49
H 1.86274 1.48115 -0.29070 0.32
H -2.01075 1.51220 0.54032 0.35
H -0.65929 0.75732 1.48469 0.31
H 0.40042 -2.20156 0.02042 0.37
```

**SMILES**: O=C1NOCSN1
**Orbital gap**: 8.95 eV


(b)
Formula: C2H4N2O2S
Source: the OMol25 dataset
Level of theory: ωB97M-V with the def2-TZVPD basis set

```
11
Properties=species:S:1:pos:R:3:mulliken_charge:R:1
C -1.50725 -0.92908 -0.31476 0.00
C 0.53807 1.85058 0.44797 0.21
N -2.06278 0.10428 0.19343 -0.48
N 1.54102 1.51443 0.86105 -0.43
O 1.59198 -1.47793 0.64414 -0.47
O 2.86112 -0.20450 -1.00700 -0.41
S 2.61509 -0.50459 0.37639 0.71
H -0.46189 -1.11374 0.10026 0.09
H -1.97452 -1.89314 -0.90949 0.22
H -0.19221 2.36925 -0.08301 0.32
H -2.94862 0.28446 -0.30898 0.22
```

**Orbital gap**: 9.99 eV


Taking the most stable structure as the zero point, the relative energies in hartree are (a) 0.0335; (b) 0.0000.


(a)
Formula: CH4FP
Source: the OMol25 dataset
Level of theory: ωB97M-V with the def2-TZVPD basis set

```
7
Properties=species:S:1:pos:R:3:mulliken_charge:R:1
C 0.14491 -0.22840 0.61146 -0.70
F -2.35479 -0.19832 0.88734 -0.25
P -1.42102 0.34455 -0.30160 0.25
H 0.95280 0.46787 0.58960 0.30
H 0.50452 -1.21259 0.21224 0.25
H -0.35600 -0.35224 1.65222 0.21
H -1.75654 -1.38341 -2.21166 -0.06
```

**Orbital gap (alpha / beta)**: 7.98 / 9.09 eV


(b)
Formula: CH4FP
Source: the OMol25 dataset
Level of theory: ωB97M-V with the def2-TZVPD basis set

```
7
Properties=species:S:1:pos:R:3:mulliken_charge:R:1
C 0.50197 -0.27703 -0.51982 -0.79
F -0.21033 0.91772 2.27928 -0.60
P -0.82919 0.90828 -0.10013 0.40
H 0.55197 -0.38387 -1.60506 0.36
H 0.35630 -1.25188 -0.06479 0.29
H 1.44974 0.14034 -0.18103 0.26
H -1.82046 -0.05356 0.19155 0.09
```

**Orbital gap**: 8.94 eV


Taking the most stable structure as the zero point, the relative energies in hartree are (a) 0.0207; (b) 0.0000.